[1]
The following is a quantum chemistry calculation of a structure of composition C16H30ErFN10SSi, from the OMol25 dataset.

Values from the calculation:
- HOMO-LUMO gap (spin up / spin down): 6.67 / 6.67 eV
- Charge: +2
- Expectation value of S²: 3.75
- Multiplicity: 4
- ΔE to the lowest compared entry with this formula, charge and spin: 0.000 eV

Each line ends with the Löwdin spin population.
Positions of all 60 atoms, in Å:
Er 0.175 -0.237 -0.007  3.018
C -0.014 -5.431 -2.299  0.000
N 0.698 -4.343 -1.521  0.000
C 2.027 -4.687 -1.069  0.000
C 0.361 -3.026 -1.652  0.000
N 1.041 -2.073 -1.041  -0.002
N -0.673 -2.720 -2.494  0.000
C -1.600 -1.714 -2.347  0.000
N -2.572 -1.869 -3.280  0.000
N -1.549 -0.782 -1.404  -0.003
H 0.167 -6.322 -1.796  0.000
H 0.258 -5.518 -3.345  0.000
H -1.098 -5.295 -2.229  0.000
H 2.037 -5.749 -0.988  0.000
H 2.330 -4.300 -0.057  0.000
H 2.797 -4.385 -1.839  0.000
H 1.935 -2.337 -0.670  0.000
H -1.074 -3.448 -3.109  0.000
H -2.408 -2.466 -4.089  0.000
H -3.177 -1.049 -3.426  0.000
H -2.345 -0.108 -1.417  0.001
C 3.821 2.610 -2.740  0.000
C 3.693 2.038 -1.389  0.000
N 4.710 2.142 -0.524  0.000
N 4.231 1.598 0.609  0.000
C 3.020 1.066 0.515  0.000
S 2.345 0.252 1.830  -0.003
N 2.644 1.381 -0.793  0.000
N 1.505 0.950 -1.536  -0.003
H 4.803 3.025 -2.782  0.000
H 3.060 3.329 -2.983  0.000
H 3.744 1.854 -3.517  0.000
H 4.823 1.651 1.435  0.000
H 1.142 1.831 -1.999  0.000
H 1.857 0.331 -2.340  0.000
C -0.899 4.199 1.093  0.000
Si -1.978 2.664 0.900  0.000
C -3.389 2.703 2.127  0.000
C -2.603 2.639 -0.843  0.000
N -0.981 1.253 1.277  -0.006
C -0.989 0.716 2.533  0.000
C -1.006 1.542 3.693  0.000
C -1.171 0.991 4.940  0.000
C -1.260 -0.392 5.125  0.000
C -1.083 -1.218 4.038  0.000
C -0.897 -0.662 2.814  0.000
F -0.480 -1.577 1.779  -0.002
H -0.105 4.277 0.267  0.000
H -0.384 4.353 2.081  0.000
H -1.480 5.093 0.885  0.000
H -4.346 3.113 1.785  0.000
H -3.153 3.324 3.000  0.000
H -3.557 1.709 2.529  0.000
H -2.747 3.674 -1.150  0.000
H -3.558 2.129 -0.795  0.000
H -1.814 2.151 -1.465  0.000
H -1.060 2.626 3.561  0.000
H -1.306 1.614 5.841  0.000
H -1.390 -0.830 6.120  0.000
H -1.078 -2.292 4.156  0.000

[2]
The following is a quantum chemistry calculation of an isolated molecule of C18H35B3BrN3O9S3, from the OMol25 dataset.

Values from the calculation:
- HOMO-LUMO gap: 8.29 eV
- SMILES: CCN(CC)C(=S)SCCC[C@]1(B(O)O)O[C@](S)(C[C@@H](O)CN)[C@](CB(O)O)(OC#N)[C@@]1(Br)B(O)OC

Each line ends with the Löwdin charge.
Positions of all 72 atoms, in Å:
C -1.453 1.908 2.389  -0.111
C -1.404 0.887 3.700  -0.232
N -0.514 1.387 4.817  -0.218
C -1.085 2.594 5.529  -0.297
C -2.517 2.323 6.300  -0.126
C 0.897 1.634 4.300  -0.935
S 1.517 3.228 4.047  0.573
S 1.990 0.140 3.956  0.797
C 3.304 0.523 2.677  -0.475
C 2.745 0.454 1.103  -0.187
C 1.924 -0.990 0.910  -0.181
C 1.770 -1.433 -0.671  -0.282
B 3.233 -1.807 -1.402  -0.386
O 3.754 -1.142 -2.612  0.042
O 4.100 -2.858 -0.766  0.046
O 1.309 -0.181 -1.290  -0.226
C 0.003 -0.183 -2.030  -0.490
S 0.622 -0.221 -3.808  0.846
C -0.574 1.314 -1.558  -0.057
C -0.496 2.443 -2.751  -0.331
O -1.561 2.276 -3.796  -0.121
C -0.877 3.895 -2.013  -0.247
N 0.163 4.339 -1.006  -0.050
C -0.821 -1.520 -1.449  -0.283
C -1.937 -2.087 -2.499  -0.004
B -2.955 -0.906 -3.118  -0.400
O -3.029 -0.683 -4.602  0.012
O -3.784 -0.036 -2.211  0.016
O -1.200 -1.032 -0.118  -0.095
C -2.469 -1.577 0.370  -0.145
N -3.685 -1.953 0.696  0.127
C 0.508 -2.450 -1.083  -0.353
Br 0.424 -3.578 0.616  0.879
B 1.034 -3.575 -2.156  -0.539
O 0.965 -3.506 -3.629  0.024
O 1.631 -4.843 -1.603  -0.193
C 1.162 -6.010 -2.395  -0.080
H -1.588 3.033 2.683  0.071
H -0.453 1.756 1.782  0.058
H -2.396 1.581 1.742  0.090
H -1.014 -0.169 3.304  0.120
H -2.525 0.705 4.016  0.120
H -0.303 2.896 6.369  0.124
H -1.273 3.512 4.792  0.102
H -3.381 2.278 5.479  0.075
H -2.805 3.244 6.998  0.089
H -2.547 1.325 6.917  0.084
H 4.197 -0.233 2.858  0.102
H 3.728 1.596 2.918  0.068
H 1.996 1.355 1.001  0.109
H 3.700 0.532 0.432  0.123
H 2.587 -1.787 1.484  0.118
H 0.877 -0.800 1.450  0.099
H 4.682 -0.818 -2.335  0.143
H 4.295 -3.490 -1.528  0.121
H 1.946 0.313 -3.854  -0.051
H -1.723 1.263 -1.238  0.137
H 0.063 1.710 -0.630  0.124
H 0.572 2.604 -3.208  0.141
H -1.204 2.528 -4.698  0.111
H -1.985 3.887 -1.595  0.131
H -0.878 4.694 -2.892  0.124
H 0.164 5.400 -1.084  0.077
H -0.283 4.145 -0.060  0.069
H -1.470 -2.587 -3.478  0.138
H -2.645 -2.938 -2.051  0.145
H -3.750 -1.282 -5.001  0.126
H -4.350 -0.653 -1.626  0.109
H 1.886 -3.503 -4.043  0.140
H 0.026 -5.860 -2.663  0.112
H 1.856 -6.041 -3.366  0.115
H 1.308 -6.968 -1.723  0.116

[3]
The following is a quantum chemistry calculation of a cluster of 7 separate species, C29H71N11O5P2 in total, from the OMol25 dataset.

Values from the calculation:
- HOMO-LUMO gap: 9.30 eV
- SMILES: CN(C)P(=O)(N(C)C)N(C)C.CN(C)P(=O)(N(C)C)N(C)C.CN(C)C=O.CN(C)C=O.CN(C)C=O.CCCC#N.CCCC#N
- ΔE to the lowest compared entry with this formula, charge and spin: 0.000 eV

Each line ends with the Löwdin charge.
Positions of all 118 atoms, in Å:
C -3.672 5.252 -2.153  -0.096
C -3.901 4.763 -0.740  -0.272
C -4.596 3.442 -0.769  -0.192
C -4.829 2.923 0.606  -0.199
N -4.845 2.519 1.681  0.137
H -2.909 4.749 -2.687  0.052
H -3.448 6.357 -2.173  0.095
H -4.588 5.142 -2.699  0.066
H -4.487 5.520 -0.215  0.114
H -2.961 4.650 -0.171  0.107
H -3.950 2.738 -1.292  0.103
H -5.563 3.411 -1.264  0.122
C 3.733 -1.555 -0.796  -0.122
C 4.349 -2.627 0.036  -0.260
C 3.882 -4.075 -0.260  -0.171
C 3.196 -4.242 -1.584  -0.236
N 2.647 -4.284 -2.583  0.126
H 4.058 -1.580 -1.824  0.077
H 3.973 -0.584 -0.385  0.072
H 2.632 -1.561 -0.736  0.060
H 4.201 -2.543 1.135  0.116
H 5.425 -2.600 -0.030  0.096
H 3.148 -4.279 0.549  0.061
H 4.672 -4.835 -0.196  0.116
C 0.752 1.154 -5.882  -0.385
O -0.210 0.456 -5.669  0.000
N 0.816 2.469 -5.970  -0.178
C 2.084 3.113 -5.908  -0.077
C -0.414 3.312 -5.687  0.010
H 1.700 0.736 -6.149  0.126
H 2.071 4.011 -6.503  0.084
H 2.934 2.473 -6.175  0.097
H 2.273 3.471 -4.901  0.080
H -0.555 3.939 -6.595  0.094
H -1.200 2.512 -5.553  0.100
H -0.216 3.859 -4.757  0.062
C -0.533 2.262 -2.106  -0.346
O -0.145 3.285 -2.652  -0.037
N 0.151 1.126 -2.074  -0.153
C -0.321 -0.007 -1.261  -0.038
C 1.494 1.115 -2.567  -0.026
H -1.512 2.229 -1.592  0.127
H -0.177 -0.967 -1.770  0.080
H -1.384 0.218 -1.119  0.081
H 0.286 0.043 -0.354  0.046
H 1.702 0.086 -2.957  0.108
H 1.600 1.924 -3.275  0.066
H 2.144 1.157 -1.701  0.083
C -2.458 -0.136 -3.543  -0.338
O -3.084 0.669 -2.839  -0.039
N -2.416 -1.436 -3.323  -0.179
C -1.540 -2.221 -4.124  -0.042
C -3.017 -1.988 -2.144  -0.044
H -1.895 0.165 -4.418  0.106
H -1.329 -1.758 -5.074  0.082
H -2.035 -3.109 -4.443  0.088
H -0.612 -2.380 -3.677  0.071
H -2.307 -2.531 -1.570  0.055
H -3.554 -1.249 -1.562  0.088
H -3.789 -2.754 -2.432  0.109
O 2.206 -4.447 2.334  -0.296
P 0.750 -4.466 2.620  0.551
N 0.086 -4.205 4.143  -0.293
C -0.320 -2.903 4.696  -0.091
C 0.318 -5.229 5.212  -0.103
N 0.178 -6.031 2.462  -0.313
C 0.877 -7.005 1.646  -0.115
C -1.250 -6.367 2.614  -0.115
N -0.105 -3.461 1.615  -0.287
C 0.663 -2.440 0.933  -0.099
C -1.504 -3.151 1.656  -0.110
H -1.297 -2.950 5.198  0.092
H -0.369 -2.282 3.808  0.053
H 0.416 -2.488 5.379  0.079
H -0.471 -5.259 5.950  0.072
H 1.234 -5.037 5.768  0.077
H 0.375 -6.273 4.849  0.081
H 0.386 -7.241 0.692  0.086
H 1.833 -6.577 1.363  0.062
H 1.026 -7.948 2.187  0.085
H -1.263 -7.444 2.729  0.074
H -1.620 -5.892 3.529  0.071
H -1.955 -6.196 1.797  0.079
H 0.320 -2.391 -0.073  0.058
H 0.473 -1.411 1.362  0.089
H 1.707 -2.714 1.026  0.050
H -2.085 -3.773 2.311  0.069
H -1.926 -3.199 0.643  0.077
H -1.648 -2.079 1.919  0.084
O 1.340 1.153 1.304  -0.355
P 0.880 2.475 1.990  0.559
N 1.334 3.901 1.248  -0.296
C 0.447 4.610 0.313  -0.110
C 2.771 4.192 1.033  -0.085
N 1.505 2.603 3.511  -0.306
C 1.740 3.883 4.233  -0.119
C 2.197 1.461 4.191  -0.088
N -0.796 2.488 1.988  -0.283
C -1.494 1.172 2.192  -0.086
C -1.375 3.552 2.878  -0.103
H 0.844 4.494 -0.713  0.081
H 0.361 5.651 0.508  0.072
H -0.530 4.200 0.291  0.038
H 3.308 3.390 0.465  0.089
H 3.288 4.279 1.998  0.061
H 2.787 5.148 0.454  0.094
H 1.474 3.720 5.305  0.087
H 2.812 4.172 4.282  0.077
H 1.134 4.666 3.775  0.068
H 1.648 1.418 5.123  0.062
H 2.176 0.500 3.626  0.079
H 3.266 1.776 4.451  0.098
H -2.606 1.371 2.148  0.073
H -1.195 0.449 1.481  0.021
H -1.235 0.785 3.180  0.077
H -2.441 3.486 2.752  0.052
H -0.909 4.477 2.542  0.061
H -1.233 3.436 3.960  0.081